Run 1
C4H7N2OS | wB97M-V/def2-TZVPD

The geometry in XYZ format:
```
15
C4H7N2OS wB97M-V/def2-TZVPD
C 1.42089 -1.84510 -1.60455
C 0.28770 -0.00354 -0.80322
C 0.96212 -1.78966 0.73171
C -0.91104 1.96369 -0.20985
N 1.93601 -2.44625 -2.42456
N 0.86390 -1.15262 -0.58365
O -0.21894 0.74728 0.05937
S 0.10567 0.41688 -3.17825
H 1.50897 -1.14846 1.42252
H 1.49097 -2.73545 0.61643
H -0.03580 -1.97997 1.12621
H -0.56867 2.40997 -1.14502
H -0.72098 2.62238 0.63744
H -1.98166 1.75054 -0.27047
H 1.41276 0.25440 -3.39819
```

The HOMO-LUMO gap is 8.40 eV. Its lowest unoccupied orbital energy is -0.2279 Eh. As for the total charge: +1.

=====

Run 2
C4H7N2OS | wB97M-V/def2-TZVPD

The geometry in XYZ format:
```
15
C4H7N2OS wB97M-V/def2-TZVPD
C 1.72523 0.38521 0.67905
C 1.74109 -0.60046 -0.28275
C 0.61923 1.07852 1.14513
C -1.46001 1.11047 -0.25678
N -0.50840 1.24044 0.44415
N 0.80703 -1.24793 -0.94795
O -2.38355 1.54817 -0.96767
S -1.91841 -1.72506 0.38693
H 2.63078 0.68551 1.15323
H 2.74112 -1.01126 -0.69144
H 0.62900 1.76766 2.01097
H -0.11141 -1.05382 -0.67198
H 1.16657 -2.09512 -1.33299
H -2.66888 2.42821 -1.20094
H -3.00940 -2.51055 0.53304
```

The HOMO-LUMO gap (spin up / spin down) is 5.72 / 5.72 eV. Its lowest unoccupied orbital energy (spin up / spin down) is -0.2337 / -0.2337 Eh. As for the total charge: +1.

=====

Relative calculated energies, zero for the most stable structure, unit eV: run 1 0.000; run 2 0.982.

=====

Run 1
C4H7N2OS | wB97M-V/def2-TZVPD

The geometry in XYZ format:
```
15
C4H7N2OS wB97M-V/def2-TZVPD
S 3.13937 -1.34104 0.54083
C 2.34748 -0.01283 0.51147
N 1.75743 1.05004 0.45552
C 0.33101 1.10886 0.34883
C -0.20590 0.57683 -1.00547
N -0.63654 -0.79934 -0.60051
C -1.26993 -0.51694 0.74049
O -0.27869 0.24867 1.33555
H 0.00499 2.12984 0.53398
H 0.53697 0.50627 -1.79366
H -1.09011 1.14688 -1.29208
H 0.20087 -1.34253 -0.35940
H -1.16943 -1.34306 -1.27995
H -2.20718 0.02564 0.57373
H -1.46033 -1.43728 1.29067
```

The HOMO-LUMO gap is 9.93 eV. Its lowest unoccupied orbital energy is -0.1326 Eh. As for the total charge: +1. Its SMILES is S=C=N[C@H]1C[NH2+]CO1.

=====

Run 2
C4H7N2OS | wB97M-V/def2-TZVPD

The geometry in XYZ format:
```
15
C4H7N2OS wB97M-V/def2-TZVPD
C -0.70919 -0.41846 -1.09141
C 0.66670 -0.14681 -0.45178
N 1.80647 -0.62577 -0.94063
S 3.38407 -0.84024 -0.35999
N 0.51608 0.54664 0.79936
C -0.20615 0.36697 1.83362
C -0.99633 -0.57799 2.57632
O -0.71592 0.88562 2.89012
H -1.48808 -0.52599 -0.36980
H -0.66385 -1.30814 -1.62326
H -1.08264 0.32935 -1.81214
H 1.87789 -0.82426 -2.03516
H 1.29832 1.29521 0.72418
H -2.06928 -0.65448 2.39810
H -0.36835 -1.28064 3.32724
```

The HOMO-LUMO gap (spin up / spin down) is 7.07 / 7.05 eV. Its lowest unoccupied orbital energy (spin up / spin down) is -0.1875 / -0.1877 Eh. As for the total charge: +1. Its SMILES is CC(=[NH+]/[S-])/[NH+]=C1\CO1.

=====

Relative calculated energies, zero for the most stable structure, unit eV: run 1 0.000; run 2 3.803.

=====

Run 1
C8H15N3O5 | wB97M-V/def2-TZVPD

The geometry in XYZ format:
```
31
C8H15N3O5 wB97M-V/def2-TZVPD
C 1.45874 -1.43910 -0.29376
C 0.73724 -0.05036 -0.37499
C 1.42535 -1.89277 -1.76817
C 2.21436 -0.88271 -2.66937
C -0.23932 1.81270 0.81509
C -0.37983 2.34414 2.26479
C -1.75105 1.77646 0.30986
C -2.70714 1.04742 1.31797
H 1.26596 -3.33972 0.12955
H -0.18714 -2.73804 -0.38749
H 2.57305 -1.46988 -0.01559
H 0.40543 -2.03690 -2.00857
H 3.08709 -2.89844 -1.92883
H 1.06116 -0.04719 -3.10370
H 2.66049 -1.65482 -3.50377
H 3.15958 -0.26960 -2.20883
H 0.51471 -0.03081 1.76435
H 0.20471 2.60093 0.03736
H -1.79164 1.12576 -0.63098
H -1.93620 2.96296 0.07872
H -4.62131 0.16415 1.31163
H -4.39217 1.34832 -0.00433
H 0.39692 1.79781 3.88067
N 0.57055 -2.49858 0.53794
N 0.66493 0.52838 0.98274
N -4.02298 0.87732 0.75656
O 0.10568 0.52371 -1.46337
O 2.13262 -3.18939 -1.81659
O -1.14976 3.21064 2.75630
O -2.22225 0.55253 2.31845
O 0.76223 1.76507 2.91640
```

The HOMO-LUMO gap is 10.10 eV. Its lowest unoccupied orbital energy is 0.0145 Eh.

=====

Run 2
C8H15N3O5 | wB97M-V/def2-TZVPD

The geometry in XYZ format:
```
31
C8H15N3O5 wB97M-V/def2-TZVPD
C 1.24378 -2.12980 -1.62283
C 1.18299 -2.18311 -0.10213
O 2.55690 -2.58979 0.10008
C 0.77545 -0.78887 0.39853
N 1.30315 0.27247 -0.29008
C 0.73754 1.32249 -1.01208
O 1.40510 2.30718 -1.32501
C -0.79748 1.28638 -1.14455
N -1.14942 0.66672 -2.34635
C -1.72005 0.96717 0.11154
C -2.19708 2.30193 0.68476
N -2.03089 2.34490 2.06731
O -2.83385 3.16538 0.11254
C 0.98310 -0.65841 1.85289
O 1.40293 0.31452 2.37826
O 0.60712 -1.70957 2.65432
H 1.42270 -3.17091 -1.96563
H 0.32724 -1.80717 -2.13058
H 2.08749 -1.44993 -1.84909
H 0.52823 -2.91393 0.36187
H 2.65280 -3.03830 0.98133
H -0.25412 -0.73339 0.10890
H 2.19984 0.49911 0.02966
H -1.09583 2.40782 -1.35086
H -0.76498 1.16137 -3.20489
H -1.84919 -0.04738 -2.42351
H -1.37622 0.46244 0.92130
H -2.52313 0.32275 -0.43571
H -1.30652 1.69619 2.36354
H -2.27724 3.20815 2.49585
H 0.75965 -1.48642 3.58065
```

The HOMO-LUMO gap is 9.07 eV. Its lowest unoccupied orbital energy is 0.0076 Eh. Its SMILES is C[C@@H](O)[C@H](NC(=O)[C@@H](N)CC(N)=O)C(=O)O.

=====

Relative calculated energies, zero for the most stable structure, unit eV: run 1 5.521; run 2 0.000.

=====

Run 1
C5H11N2O | wB97M-V/def2-TZVPD

The geometry in XYZ format:
```
19
C5H11N2O wB97M-V/def2-TZVPD
C 2.09633 -1.70867 0.19256
C 1.16002 -0.86737 0.64643
C -1.36140 -0.13424 -0.26956
C 0.69339 1.50142 0.68616
C 0.72534 0.25362 -0.13927
N -2.15735 0.33172 0.68298
N -1.84979 -0.63752 -1.35005
O 0.92446 0.29481 -1.49145
H 2.45352 -2.45731 0.80251
H 2.64523 -1.43900 -0.67504
H 0.59614 -1.18930 1.57621
H -0.28105 2.02114 0.96349
H 1.10690 1.16571 1.68138
H 1.27836 2.24419 0.15657
H -1.72779 0.91384 1.50161
H -3.11375 0.25925 0.50137
H -1.12940 -0.90276 -2.11470
H -2.75710 -0.92752 -1.58026
H 0.69797 1.27800 -1.77094
```

The HOMO-LUMO gap is 9.98 eV. Its lowest unoccupied orbital energy is -0.1285 Eh. As for the total charge: +1.

=====

Run 2
C5H11N2O | wB97M-V/def2-TZVPD

The geometry in XYZ format:
```
19
C5H11N2O wB97M-V/def2-TZVPD
C 2.43023 -0.67488 0.82224
C 1.50899 -0.92916 -0.14235
C 0.09862 -1.09157 0.08293
C -0.45788 0.31831 0.35038
N -1.80517 0.30653 1.13535
C -0.95226 0.98953 -0.92197
N -0.23511 0.81417 -2.09141
O -1.95226 1.68076 -0.77795
H 2.28180 -0.60776 1.92821
H 3.46409 -0.46834 0.67084
H 1.78730 -1.03752 -1.16975
H -0.42084 -1.48719 -0.71963
H -0.00926 -1.93413 0.99244
H 0.31546 0.93963 0.95087
H -2.33487 -0.52019 0.67284
H -2.31611 1.25303 0.95335
H -1.57275 0.23989 2.12681
H 0.70974 0.65292 -2.00500
H -0.53972 1.55598 -2.85822
```

The HOMO-LUMO gap is 10.22 eV. Its lowest unoccupied orbital energy is -0.1292 Eh. As for the total charge: +1. Its SMILES is C=CC[C@H]([NH3+])C(N)=O.

=====

Relative calculated energies, zero for the most stable structure, unit eV: run 1 0.997; run 2 0.000.